Entry 1:
Here is 7 unconnected molecules or ions with the total composition C13H26Cl14O2 in a non-equilibrium geometry from the OMol25 dataset. Energies are from wB97M-V/def2-TZVPD.

Last columns: bonded neighbours and bond lengths (Å).
Element x y z (Å)
1 C -2.317 -3.932 -4.683  Cl2 1.774, Cl3 1.837, Cl4 1.784, Cl5 1.728
2 Cl -3.042 -3.687 -6.282  C1 1.774
3 Cl -0.517 -3.581 -4.801  C1 1.837
4 Cl -3.045 -2.914 -3.412  C1 1.784
5 Cl -2.509 -5.604 -4.291  C1 1.728
6 C -0.497 0.425 -0.202  C7 1.568, O9 1.455, H10 1.090, H11 1.090
7 C -0.126 -0.789 -1.122  C6 1.568, O8 1.427, H12 1.090, H13 1.090
8 O -0.373 -0.534 -2.504  C7 1.427, H14 0.960
9 O 0.244 0.272 1.041  C6 1.455, H15 0.960
10 H -1.525 0.418 0.160  C6 1.090
11 H -0.438 1.426 -0.630  C6 1.090
12 H -0.693 -1.664 -0.801  C7 1.090
13 H 0.920 -1.058 -0.974  C7 1.090
14 H -1.067 -1.145 -2.765  O8 0.960
15 H 0.868 1.001 1.058  O9 0.960
16 Cl 2.246 2.609 5.488  C17 1.755
17 C 3.349 3.469 4.428  Cl16 1.755, C18 1.533, H20 1.090, H21 1.090
18 C 3.224 2.831 3.040  C17 1.533, Cl19 1.789, H22 1.090, H23 1.090
19 Cl 1.558 2.878 2.389  C18 1.789
20 H 4.333 3.341 4.879  C17 1.090
21 H 3.087 4.527 4.424  C17 1.090
22 H 3.505 1.778 3.029  C18 1.090
23 H 3.962 3.436 2.513  C18 1.090
24 Cl -0.252 -4.486 -1.039  C25 1.805
25 C 1.510 -4.286 -0.702  Cl24 1.805, C26 1.529, H28 1.090, H29 1.090
26 C 2.142 -5.578 -0.182  C25 1.529, Cl27 1.796, H30 1.090, H31 1.090
27 Cl 3.922 -5.429 -0.374  C26 1.796
28 H 1.767 -3.378 -0.157  C25 1.090
29 H 1.830 -4.237 -1.743  C25 1.090
30 H 1.691 -6.366 -0.785  C26 1.090
31 H 1.928 -5.746 0.873  C26 1.090
32 Cl 1.403 3.310 -1.727  C33 1.774
33 C 3.061 2.881 -2.191  Cl32 1.774, C34 1.596, H36 1.090, H37 1.090
34 C 3.382 1.324 -2.057  C33 1.596, Cl35 1.780, H38 1.090, H39 1.090
35 Cl 3.183 0.639 -0.426  C34 1.780
36 H 3.710 3.395 -1.482  C33 1.090
37 H 3.258 3.218 -3.209  C33 1.090
38 H 4.420 1.188 -2.362  C34 1.090
39 H 2.711 0.692 -2.639  C34 1.090
40 Cl -2.732 3.446 -0.037  C41 1.770
41 C -3.475 2.437 -1.287  Cl40 1.770, C42 1.535, H44 1.090, H45 1.090
42 C -5.004 2.485 -1.166  C41 1.535, Cl43 1.793, H46 1.090, H47 1.090
43 Cl -5.755 1.581 -2.521  C42 1.793
44 H -3.122 1.436 -1.042  C41 1.090
45 H -3.104 2.779 -2.254  C41 1.090
46 H -5.354 3.517 -1.198  C42 1.090
47 H -5.351 2.084 -0.213  C42 1.090
48 Cl -2.295 2.047 4.102  C49 1.795
49 C -1.860 0.337 4.433  Cl48 1.795, C50 1.562, H52 1.090, H53 1.090
50 C -2.155 -0.543 3.176  C49 1.562, Cl51 1.820, H54 1.090, H55 1.090
51 Cl -3.908 -0.977 2.948  C50 1.820
52 H -2.389 -0.135 5.261  C49 1.090
53 H -0.788 0.468 4.580  C49 1.090
54 H -1.633 -1.498 3.221  C50 1.090
55 H -1.887 -0.107 2.214  C50 1.090

total charge = -1
DFT total energy = -193311.1897 eV
frontier orbital gap (spin up / spin down) = 2.203 / 8.190 eV
multiplicity = 2
highest occupied orbital energy (spin up / spin down) = -0.386 / -6.375 eV
<S²> = 0.7526

Results of the Mulliken charge analysis, in e, for atoms 1 through 8: 0.25, -0.29, -0.37, -0.32, -0.24, 0.59, -0.01, -0.49

***

Entry 2:
Here is 4 unconnected molecules or ions with the total composition C13H26ClO12P in a non-equilibrium geometry from the OMol25 dataset. Energies are from wB97M-V/def2-TZVPD.

Last columns: bonded neighbours and bond lengths (Å).
Element x y z (Å)
1 O 4.867 -1.292 3.226  C2 1.189
2 C 4.529 -0.330 2.613  O1 1.189, O3 1.343, O5 1.355
3 O 5.256 0.797 2.690  C2 1.343, Cl4 1.691
4 Cl 4.822 2.116 1.725  O3 1.691
5 O 3.411 -0.241 1.854  C2 1.355, P6 1.621
6 P 1.975 -0.056 2.585  O5 1.621, O7 1.452, O8 1.587, O9 1.582
7 O 0.926 0.274 1.637  P6 1.452
8 O 1.748 -1.440 3.327  P6 1.587, H10 0.968
9 O 2.202 1.041 3.702  P6 1.582, H11 0.967
10 H 2.306 -1.558 4.109  O8 0.968
11 H 2.710 0.783 4.483  O9 0.967
12 O -0.106 4.255 0.807  C13 1.201
13 C -0.937 3.559 0.291  O12 1.201, O14 1.355, C17 1.508
14 O -1.365 3.898 -0.950  C13 1.355, C15 1.429
15 C -2.223 3.047 -1.711  O14 1.429, C16 1.514, H18 1.089, H19 1.090
16 C -3.693 3.320 -1.476  C15 1.514, H20 1.090, H21 1.090, H22 1.090
17 C -1.522 2.347 0.972  C13 1.508, H23 1.090, H24 1.085, H25 1.085
18 H -1.969 2.003 -1.531  C15 1.089
19 H -1.973 3.261 -2.751  C15 1.090
20 H -3.976 3.125 -0.442  C16 1.090
21 H -4.302 2.687 -2.122  C16 1.090
22 H -3.919 4.363 -1.695  C16 1.090
23 H -2.375 2.650 1.580  C17 1.090
24 H -0.759 1.930 1.621  C17 1.085
25 H -1.840 1.561 0.295  C17 1.085
26 O -3.629 -0.887 1.690  C27 1.201
27 C -2.971 -1.886 1.579  O26 1.201, O28 1.347, C31 1.513
28 O -1.711 -1.881 2.053  C27 1.347, C29 1.431
29 C -0.895 -3.055 2.126  O28 1.431, C30 1.514, H32 1.091, H33 1.086
30 C -0.158 -3.312 0.829  C29 1.514, H34 1.090, H35 1.090, H36 1.090
31 C -3.491 -3.111 0.859  C27 1.513, H37 1.089, H38 1.086, H39 1.087
32 H -1.483 -3.917 2.446  C29 1.091
33 H -0.182 -2.845 2.917  C29 1.086
34 H -0.844 -3.518 0.007  C30 1.090
35 H 0.513 -4.164 0.937  C30 1.090
36 H 0.430 -2.434 0.560  C30 1.090
37 H -3.271 -3.004 -0.203  C31 1.089
38 H -4.569 -3.142 0.987  C31 1.086
39 H -3.073 -4.050 1.211  C31 1.087
40 O 2.004 -2.069 -4.928  C41 1.200
41 C 1.939 -1.122 -4.194  O40 1.200, O42 1.350, C45 1.513
42 O 1.808 -1.344 -2.868  C41 1.350, C43 1.432
43 C 1.902 -0.299 -1.894  O42 1.432, C44 1.512, H46 1.091, H47 1.089
44 C 0.581 0.401 -1.669  C43 1.512, H48 1.091, H49 1.091, H50 1.090
45 C 1.926 0.298 -4.715  C41 1.513, H51 1.089, H52 1.086, H53 1.087
46 H 2.696 0.400 -2.156  C43 1.091
47 H 2.215 -0.805 -0.981  C43 1.089
48 H 0.237 0.908 -2.572  C44 1.091
49 H 0.674 1.138 -0.870  C44 1.091
50 H -0.181 -0.325 -1.383  C44 1.090
51 H 0.896 0.570 -4.943  C45 1.089
52 H 2.502 0.320 -5.635  C45 1.086
53 H 2.340 1.033 -4.030  C45 1.087

DFT total energy = -60285.5473 eV
SMILES string = O=C(OCl)OP(=O)(O)O.CCOC(C)=O.CCOC(C)=O.CCOC(C)=O
frontier orbital gap = 8.833 eV
multiplicity = 1
highest occupied orbital energy = -9.865 eV

Results of the Mulliken charge analysis, in e, for atoms 1 through 8: -0.46, 0.63, -0.26, 0.07, -0.07, 0.07, 0.21, -0.37